[1]
C32H63ClF3O4PSi2 as an isolated structure in a non-equilibrium geometry, computed with ωB97M-V with the def2-TZVPD basis set.

Frontier orbital gap = 6.34 eV
Electronic energy = -3237.9429 Eh
E_HOMO = -6.76 eV
Total charge = 0

Geometry (Å):
C  2.3316  -2.0594  5.0131
C  1.8838  -0.9633  4.1522
C  2.7679  -0.4739  2.8974
Si  2.6183  -1.5746  1.3488
C  3.3697  -3.2793  1.8843
C  3.0003  -4.5055  1.3186
C  3.8718  -0.8948  0.0570
C  4.2351  -1.9633  -1.1028
C  5.4744  -2.8990  -0.7490
Cl  5.0687  -4.5794  -1.4304
O  1.0594  -1.9306  0.7625
Si  -0.0638  -0.6683  0.5235
C  -0.3486  0.5517  1.9574
C  -1.6394  1.5114  1.7171
C  -2.4594  1.7709  3.0743
C  -3.9367  2.3364  2.8018
C  -4.7959  1.4124  1.8175
C  -6.0987  0.7586  2.5280
C  -7.1762  0.5686  1.3385
C  -6.8028  -0.7173  0.4433
C  -8.1650  -1.1893  -0.2523
C  -7.9599  -2.0745  -1.5684
C  -1.7778  -1.5539  0.2521
C  -2.3339  -2.2860  1.5456
O  -2.8132  -1.3714  2.5678
C  -1.3707  -3.4132  2.1413
F  -0.7585  -4.1911  1.1573
F  -2.2207  -4.3159  2.8403
F  -0.4774  -2.9451  3.1032
P  0.1939  0.5109  -1.3652
C  1.6171  -0.2027  -2.4119
C  0.6419  2.3286  -0.9437
C  1.9539  2.4848  -0.0484
H  2.0798  -3.1441  4.8396
H  2.9152  -1.7206  5.9378
H  0.9150  -0.4670  4.4589
H  3.8472  -0.5884  3.2636
H  2.6461  0.6445  2.7097
H  4.1740  -3.2549  2.6902
H  2.5247  -4.5152  0.2970
H  3.2402  -5.4725  1.8724
H  4.8512  -0.7481  0.6424
H  3.6067  0.1215  -0.3587
H  3.3161  -2.6147  -1.3031
H  4.3926  -1.3511  -2.0549
H  5.6703  -2.9509  0.3601
H  6.3697  -2.5046  -1.3388
H  -0.5935  -0.0519  2.8838
H  0.5156  1.2813  2.1217
H  -2.2862  1.1739  0.8537
H  -1.2329  2.5397  1.4180
H  -1.9005  2.6240  3.6005
H  -2.4332  0.8980  3.7927
H  -4.5278  2.5175  3.7501
H  -3.7832  3.3444  2.2814
H  -4.2253  0.5437  1.3710
H  -5.1096  2.0751  0.9392
H  -5.7531  -0.2483  2.9265
H  -6.4796  1.4368  3.3506
H  -7.1288  1.4554  0.6224
H  -8.2390  0.4886  1.7186
H  -6.4354  -1.5901  1.0893
H  -5.9683  -0.5008  -0.2954
H  -8.8089  -1.7675  0.4760
H  -8.7843  -0.2801  -0.5728
H  -6.9917  -1.8073  -2.1049
H  -8.8676  -1.9053  -2.2282
H  -7.8781  -3.1761  -1.2720
H  -1.6032  -2.3730  -0.5313
H  -2.5305  -0.8293  -0.1921
H  -3.2728  -2.8539  1.2126
H  -3.4459  -1.9080  3.0917
H  1.7722  -1.3072  -2.2397
H  1.2644  -0.1034  -3.4973
H  2.5546  0.4271  -2.3376
H  0.8889  2.7925  -1.9627
H  -0.2497  2.8982  -0.5437
H  2.8385  2.5729  -0.7703
H  1.9268  3.4490  0.5442
H  2.1445  1.6147  0.6447
C  4.0738  7.9391  -0.2801
C  5.1249  6.8506  -0.3246
C  4.3657  5.6572  0.2230
O  2.9912  5.8359  -0.1448
C  2.8130  7.1731  -0.6319
H  4.2712  8.7690  -0.9601
H  3.9969  8.3397  0.7357
H  5.4198  6.6621  -1.3618
H  6.0237  7.0830  0.2484
H  4.4185  5.6197  1.3164
H  4.7315  4.7083  -0.1757
H  2.6714  7.1188  -1.7168
H  1.9175  7.6101  -0.1855
C  1.2208  -3.8894  -5.7647
C  2.5755  -3.4437  -6.2708
C  2.3487  -1.9649  -6.5162
O  1.3636  -1.5315  -5.5675
C  0.7775  -2.6883  -4.9520
H  1.2513  -4.8103  -5.1808
H  0.5405  -4.0413  -6.6088
H  3.3278  -3.5818  -5.4877
H  2.9093  -3.9770  -7.1620
H  1.9494  -1.7853  -7.5201
H  3.2597  -1.3750  -6.3932
H  1.1506  -2.7462  -3.9237
H  -0.3086  -2.5787  -4.9227


[2]
C32H64Cl2NiO20 as an isolated structure in a non-equilibrium geometry, computed with ωB97M-V with the def2-TZVPD basis set.

Frontier orbital gap (spin up / spin down) = 9.40 / 8.93 eV
Electronic energy = -5191.1302 Eh
2S+1 = 3
E_HOMO (spin up / spin down) = -8.93 / -8.86 eV
Total charge = 0

Geometry (Å):
Ni  1.7595  -0.3320  -0.3138
Cl  3.5530  0.9840  -1.0228
Cl  0.2835  -2.2373  -0.0556
C  4.6708  1.9083  4.0700
C  4.2645  1.1077  2.8697
O  3.7696  -0.0934  3.3145
C  3.1046  -1.0152  2.6416
O  2.7852  -1.0115  1.4488
O  2.8808  -2.0514  3.5601
C  2.0424  -3.1625  3.2407
H  5.4591  2.6277  3.8483
H  5.1916  1.1193  4.6126
H  3.8651  2.2367  4.7265
H  5.1354  0.9158  2.2429
H  3.4495  1.5440  2.2922
H  2.2186  -3.4664  2.2088
H  0.9672  -2.9843  3.2609
H  2.2278  -3.9706  3.9483
C  -2.7853  -1.3371  -4.2204
C  -2.9461  -1.2197  -2.7355
O  -3.8260  -0.2572  -2.2931
C  -5.1190  -0.3862  -2.6890
O  -5.7712  -1.3186  -3.1964
O  -5.7018  0.6955  -2.0556
C  -7.1201  0.9089  -2.1996
H  -1.7807  -1.0747  -4.5519
H  -3.3956  -0.6133  -4.7605
H  -2.9111  -2.3732  -4.5348
H  -2.0319  -0.9239  -2.2209
H  -3.1762  -2.2200  -2.3686
H  -7.2149  1.9259  -2.5803
H  -7.5347  0.8146  -1.1960
H  -7.7023  0.2726  -2.8660
C  1.0919  4.4439  3.1710
C  1.1149  3.0157  2.7343
O  -0.1931  2.6003  2.4306
C  -0.3701  1.5511  1.6481
O  0.5086  0.9040  1.0642
O  -1.7066  1.2868  1.6505
C  -2.2798  0.1175  0.9710
H  2.1041  4.8479  3.1561
H  0.7262  4.5187  4.1951
H  0.6122  4.9406  2.3275
H  1.5063  2.3167  3.4735
H  1.8066  2.7892  1.9230
H  -3.3310  0.0498  1.2512
H  -1.9686  -0.8475  1.3711
H  -2.1392  0.1953  -0.1071
C  5.3260  -4.7116  -4.4851
C  4.7144  -4.4948  -3.0703
O  5.6154  -3.6214  -2.4527
C  5.1213  -2.8549  -1.4243
O  3.9300  -2.8291  -1.0562
O  6.1725  -2.0744  -0.7044
C  7.5335  -2.4334  -0.7730
H  6.2614  -5.2700  -4.4475
H  5.5152  -3.7424  -4.9467
H  4.7253  -5.1557  -5.2787
H  4.5782  -5.4652  -2.5929
H  3.7454  -4.0750  -3.3401
H  8.0989  -1.6290  -0.3024
H  7.8156  -2.5909  -1.8140
H  7.8464  -3.3709  -0.3134
C  -7.8682  -2.5117  -0.5222
C  -7.3472  -2.8831  0.8444
O  -6.1969  -3.7066  0.7419
C  -4.9741  -3.2049  0.7372
O  -4.6772  -2.1261  1.1172
O  -4.1328  -4.1380  0.2766
C  -2.7630  -3.8548  -0.0998
H  -7.3547  -1.8524  -1.2220
H  -8.8905  -2.1389  -0.4571
H  -7.8429  -3.3702  -1.1934
H  -8.0491  -3.5365  1.3626
H  -7.1416  -2.0236  1.4823
H  -2.8399  -3.7502  -1.1821
H  -2.1999  -4.7860  -0.0381
H  -2.3954  -2.9870  0.4477
C  1.6140  0.2918  -5.8193
C  1.6459  0.4628  -4.3357
O  0.4357  1.1027  -3.9702
C  -0.0366  1.0236  -2.6878
O  0.5321  0.5508  -1.7651
O  -1.3068  1.4340  -2.5898
C  -1.9341  2.0788  -3.6732
H  1.1383  1.0527  -6.4380
H  1.2668  -0.7217  -6.0204
H  2.5993  0.4091  -6.2705
H  2.5307  1.0359  -4.0584
H  1.6650  -0.5419  -3.9134
H  -1.8742  3.1510  -3.4865
H  -2.9747  1.8297  -3.4651
H  -1.5640  1.8028  -4.6606
C  0.9563  5.0356  -2.0928
C  0.3555  6.2751  -1.4586
C  1.1065  6.3889  -0.0679
O  1.6180  5.0243  0.1143
C  1.1236  4.1400  -0.8655
H  1.9056  5.3095  -2.5531
H  0.3554  4.6061  -2.8945
H  -0.6847  5.9732  -1.3370
H  0.3693  7.1886  -2.0532
H  0.3746  6.6496  0.6966
H  2.0597  6.9090  -0.1624
H  0.2361  3.5781  -0.5744
H  1.9714  3.4772  -1.0389
C  0.5005  -0.0974  5.2838
C  -0.5200  -1.1002  5.8537
C  -0.9158  -0.5494  7.2293
O  -0.7836  0.8389  7.0287
C  -0.1082  1.1264  5.7939
H  0.5039  -0.0911  4.1938
H  1.4823  -0.2544  5.7305
H  -0.1290  -2.1158  5.7922
H  -1.4061  -1.1860  5.2247
H  -0.1665  -0.9915  7.8859
H  -1.8989  -0.9945  7.3826
H  0.4914  2.0265  5.9290
H  -0.9545  1.3174  5.1339


How do the records compare in ΔE to the lowest compared entry with this formula, charge and spin? In the order shown, they have 477.8 247.3 kJ/mol.